1.
{"formula": "C9H52BN2O22", "method": "wB97M-V/def2-TZVPD", "elements": ["C", "C", "H", "H", "H", "H", "H", "C", "H", "H", "O", "H", "H", "H", "H", "O", "H", "H", "H", "B", "O", "H", "H", "O", "O", "H", "C", "H", "H", "H", "O", "H", "C", "O", "H", "O", "H", "H", "O", "H", "H", "H", "H", "H", "O", "C", "H", "H", "O", "O", "H", "O", "O", "O", "H", "H", "O", "H", "H", "H", "H", "H", "N", "C", "H", "H", "H", "H", "H", "H", "O", "H", "O", "C", "H", "H", "O", "H", "O", "C", "O", "O", "H", "N", "H", "H"], "coordinates": [[3.682, -1.349, -0.898], [-1.530, -3.195, -3.940], [6.635, -1.050, -0.869], [-4.532, -5.254, -2.156], [-1.890, 3.861, 3.861], [0.926, 2.860, -3.598], [-5.368, -2.659, -3.420], [2.614, -2.333, -1.345], [8.334, 3.388, 0.324], [6.446, 2.934, -1.155], [-3.565, 3.582, -0.948], [3.450, -6.190, -2.002], [-4.883, 0.704, 5.041], [4.733, -2.124, -5.292], [4.189, -1.284, -2.678], [0.486, 2.976, -2.751], [-1.363, 5.734, 1.073], [-8.184, 0.451, 4.708], [3.531, 2.218, 2.379], [-1.074, -2.540, -2.569], [7.561, -0.843, -1.019], [2.222, 4.035, 0.236], [1.241, 5.705, 2.898], [8.755, 4.059, 0.871], [-4.282, -1.718, 7.024], [-5.158, -0.530, 4.196], [-0.390, -3.297, -4.991], [1.151, 2.802, -2.077], [0.176, -4.829, -2.483], [-2.335, -2.561, -4.309], [-4.503, -3.077, -3.470], [5.788, 1.644, -0.694], [1.320, -1.891, -1.680], [2.079, 3.146, -0.114], [8.520, 3.811, 1.770], [-4.411, -4.855, -1.287], [-8.447, 0.772, 6.165], [-4.428, 4.004, -0.883], [4.129, -1.476, -4.912], [-2.264, 2.397, -1.835], [-0.766, -3.025, -5.978], [0.611, 4.368, 2.548], [0.474, -2.662, -4.779], [-4.714, -5.528, -0.670], [4.603, -1.044, -1.830], [2.974, -3.647, -1.425], [7.578, 0.121, -1.073], [-2.944, 1.340, -0.990], [-2.071, 5.314, 0.568], [2.892, 1.502, 2.278], [3.970, -3.994, -1.185], [6.650, 2.057, -0.809], [-8.797, 0.922, 5.282], [-1.897, -1.751, -1.818], [0.032, -0.363, -1.454], [-3.165, 4.491, 8.159], [3.723, -0.901, 0.226], [4.557, -0.629, -5.084], [2.008, -6.412, -2.955], [-1.634, 4.989, -0.228], [-1.718, 4.170, 2.380], [2.155, 2.578, 0.665], [1.017, -0.546, -1.623], [0.431, -2.857, -2.096], [-4.496, -0.826, 6.723], [-4.525, 3.005, 5.022], [-5.141, -2.130, 7.151], [-3.244, 3.019, 8.528], [-3.341, 2.541, 5.856], [1.580, -0.076, -0.925], [1.227, 5.031, 2.211], [-2.024, -0.895, -2.262], [-3.665, 2.576, 4.945], [2.051, -4.561, -1.851], [1.873, -6.574, -1.208], [3.244, 0.957, 1.566], [-2.182, 1.474, -1.559], [-1.924, -4.182, -3.657], [-3.414, 3.632, 7.804], [2.377, -6.019, -2.003], [-1.583, 4.549, 3.256], [-5.496, -0.039, 4.951], [-0.044, -4.332, -5.082], [0.840, -4.133, -2.158], [-4.195, -3.089, -2.555], [-3.249, 3.555, -0.036]], "forces_ev_per_angstrom": [[0.1, 0.5, 1.0], [1.1, 0.9, 0.5], [0.0, 0.0, 0.0], [-0.1, 0.1, 0.0], [-0.2, 0.1, 0.1], [0.0, 0.0, 0.0], [0.0, 0.0, -0.1], [0.6, 0.9, 0.1], [0.0, -0.1, 0.0], [0.1, 0.0, -0.1], [-0.4, 0.0, 0.2], [0.0, 0.0, 0.3], [0.0, 0.2, -0.2], [0.0, 0.0, 0.0], [0.7, -0.1, -0.7], [-0.2, -0.1, -0.1], [0.0, 0.1, 0.0], [0.1, 0.0, 0.0], [0.0, -0.1, 0.1], [-0.3, -0.6, -0.8], [0.0, 0.0, 0.0], [-0.2, 0.0, 0.0], [0.0, 0.0, 0.0], [-0.1, 0.0, -0.1], [0.1, 0.0, 0.2], [0.0, -0.1, 0.1], [-0.4, -0.5, 0.0], [0.1, 0.2, 0.2], [-0.1, 0.1, -0.1], [-0.3, -0.5, 0.0], [0.0, 0.1, 0.0], [0.0, 0.0, 0.1], [0.7, 0.3, 0.5], [0.2, -0.1, -0.2], [0.1, 0.0, 0.0], [0.1, -0.2, 0.0], [0.0, 0.0, 0.0], [0.0, 0.1, -0.1], [0.1, 0.1, 0.4], [0.0, -0.2, 0.0], [0.1, 0.0, 0.1], [-0.1, 0.1, 0.1], [-0.1, 0.0, 0.0], [0.0, 0.1, 0.1], [-1.1, -0.1, 0.3], [0.3, 0.0, 0.0], [0.1, 0.0, 0.0], [-0.1, 0.1, -0.1], [0.4, -0.2, 0.1], [-0.1, 0.2, -0.3], [0.0, 0.1, 0.0], [-0.1, 0.1, 0.0], [0.0, 0.0, 0.0], [1.1, 0.5, 0.0], [0.1, 0.3, -0.2], [0.0, 0.1, -0.1], [-0.1, -0.3, -1.0], [-0.1, 0.0, -0.1], [-0.1, 0.1, 0.1], [-0.1, 0.2, -0.1], [-0.3, 0.2, -0.1], [-0.1, 0.0, 0.2], [-0.2, -0.4, 0.4], [-1.4, 0.3, 0.2], [-0.1, -0.2, -0.2], [0.1, 0.2, 0.0], [0.0, 0.0, 0.0], [0.0, 0.0, 0.0], [0.0, 0.3, 0.0], [-0.1, 0.3, -0.1], [0.1, -0.1, -0.2], [-0.8, 0.1, 0.2], [-0.1, -0.4, 0.1], [0.7, -1.5, -0.2], [0.3, -0.1, 0.0], [0.2, -0.3, 0.1], [0.5, -0.8, -0.1], [-0.3, 0.1, -0.4], [0.1, -0.2, 0.0], [-0.5, 0.0, -0.2], [0.3, -0.4, 0.1], [0.0, 0.2, 0.0], [0.2, 0.1, 0.0], [-0.2, -0.1, -0.2], [-0.1, 0.0, 0.0], [0.0, 0.3, 0.0]], "lowdin_charge": [-0.45, -0.14, -0.01, 0.04, 0.02, 0.03, 0.06, -0.02, 0.00, 0.06, -0.05, 0.10, 0.01, 0.06, 0.10, -0.06, 0.04, 0.01, 0.06, -0.38, -0.05, 0.03, 0.05, -0.06, -0.07, 0.06, -0.09, -0.01, 0.18, 0.10, -0.06, 0.04, -0.18, -0.06, 0.03, -0.06, 0.03, 0.07, -0.04, 0.02, 0.08, 0.02, 0.07, 0.05, 0.14, 0.08, 0.01, 0.03, -0.06, -0.04, 0.16, -0.04, -0.06, 0.16, 0.10, 0.05, 0.15, 0.06, 0.10, 0.05, 0.01, -0.01, 0.20, -0.01, 0.00, 0.06, 0.03, 0.05, 0.02, 0.11, -0.06, 0.11, -0.05, -0.24, 0.10, 0.01, -0.07, 0.11, -0.05, 0.02, -0.06, -0.05, 0.07, 0.19, 0.01, 0.04], "e_homo_ev": -12.5, "orbital_gap_ev": 8.382, "charge": 1}



2.
{"formula": "C9H5BCl28F3NO2S", "method": "wB97M-V/def2-TZVPD", "elements": ["C", "Cl", "Cl", "C", "B", "H", "Cl", "Cl", "Cl", "Cl", "Cl", "Cl", "Cl", "Cl", "Cl", "H", "H", "Cl", "Cl", "Cl", "H", "C", "C", "F", "Cl", "Cl", "F", "N", "C", "C", "Cl", "Cl", "Cl", "C", "S", "Cl", "C", "O", "C", "Cl", "O", "Cl", "Cl", "Cl", "Cl", "Cl", "Cl", "F", "Cl", "H"], "coordinates": [[-1.769, 2.452, 4.858], [2.394, -2.015, 4.884], [0.801, 5.023, -7.408], [0.521, 3.283, -7.278], [-3.512, -1.566, -3.003], [-5.598, -1.255, -2.848], [1.066, 2.247, -1.258], [3.161, 6.522, 4.104], [-1.113, 2.907, -7.831], [-1.502, 3.658, 3.599], [0.964, -4.027, -1.573], [-0.906, -3.406, 0.528], [5.556, -4.677, 9.384], [-3.459, 1.932, 4.833], [-1.828, -4.671, -1.897], [-3.303, -1.674, -1.842], [-5.120, -0.573, -5.184], [6.826, -6.185, 7.277], [3.124, -1.794, 2.103], [-1.278, 2.401, 0.418], [-5.149, -2.866, -3.351], [-1.514, 0.655, -3.825], [6.238, -4.589, 7.756], [-2.127, 1.203, -2.760], [-0.722, 1.057, 4.580], [0.287, 6.355, 4.301], [-0.204, 0.691, -3.631], [-5.191, -1.546, -4.943], [0.164, 1.452, 0.036], [1.679, 6.108, 3.237], [-0.317, -0.167, -0.470], [1.693, 2.422, -8.279], [1.519, 7.143, 1.814], [3.596, -1.380, 3.752], [-1.987, -1.157, -4.058], [-0.216, -6.149, -0.018], [-0.495, -4.562, -0.743], [-0.943, -1.988, -3.501], [-4.942, -1.809, -3.536], [1.748, 4.419, 2.722], [-2.166, -1.310, -5.475], [3.686, 0.378, 3.924], [0.704, 2.779, -5.596], [-1.394, 3.160, 6.433], [5.000, -4.050, 6.620], [5.171, -2.087, 4.114], [7.581, -3.440, 7.743], [-1.840, 1.304, -4.928], [1.185, 1.320, 1.471], [-6.066, -1.928, -5.256]], "forces_ev_per_angstrom": [[0.0, 0.0, 0.0], [0.0, 0.0, 0.0], [0.0, 0.0, 0.0], [0.0, 0.0, 0.0], [-0.6, 0.2, 0.5], [-0.1, -0.1, 0.2], [0.0, 0.0, 0.1], [0.0, 0.0, 0.0], [0.0, 0.0, 0.0], [-0.2, -0.2, 0.1], [0.0, 0.0, 0.0], [0.0, 0.0, 0.0], [0.0, 0.0, 0.0], [0.0, 0.0, 0.0], [-0.1, -0.1, 0.0], [0.2, 0.1, 0.0], [0.0, 0.1, -0.1], [0.0, 0.0, 0.0], [0.0, 0.0, 0.0], [0.0, 0.0, -0.1], [0.0, -0.2, 0.3], [0.1, -0.5, 0.3], [0.0, 0.0, 0.0], [-0.1, -0.1, -0.4], [0.0, 0.0, 0.0], [0.2, 0.1, 0.0], [-0.1, 0.2, -0.1], [0.2, -0.3, 0.1], [-0.1, 0.0, 0.0], [0.0, 0.0, 0.0], [0.1, -0.1, 0.0], [0.0, 0.0, 0.0], [0.0, 0.0, 0.0], [0.0, 0.0, -0.1], [0.8, -1.2, -0.9], [0.0, 0.0, 0.0], [0.1, 0.0, 0.0], [-0.1, 0.5, 0.8], [0.4, 0.3, -0.7], [0.0, 0.1, 0.0], [-0.5, 0.6, 0.0], [0.0, 0.0, 0.0], [0.2, 0.1, -0.1], [0.0, 0.0, 0.0], [0.0, -0.2, 0.2], [0.0, 0.2, -0.2], [0.0, 0.0, 0.0], [-0.1, 0.3, 0.3], [0.0, 0.0, 0.0], [-0.2, 0.1, 0.0]], "lowdin_charge": [-2.04, 0.52, 0.52, -2.05, -0.12, 0.11, 0.56, 0.53, 0.53, 0.47, 0.55, 0.51, 0.52, 0.53, 0.55, 0.07, 0.07, 0.52, 0.52, 0.52, 0.12, -0.70, -2.06, 0.10, 0.51, 0.50, 0.07, -0.01, -2.01, -2.05, 0.55, 0.53, 0.53, -2.04, 0.73, 0.53, -2.04, -0.36, -0.26, 0.48, -0.29, 0.52, 0.56, 0.53, 0.49, 0.51, 0.52, 0.10, 0.48, 0.07], "e_homo_ev": -9.7, "orbital_gap_ev": 8.486, "smiles": "NCBS(=O)(=O)C(F)(F)F.ClC(Cl)(Cl)Cl.ClC(Cl)(Cl)Cl.ClC(Cl)(Cl)Cl.ClC(Cl)(Cl)Cl.ClC(Cl)(Cl)Cl.ClC(Cl)(Cl)Cl.ClC(Cl)(Cl)Cl"}



3.
{"formula": "C9H6BrF6N2O5S2SbSe4Sn", "method": "wB97M-V/def2-TZVPD", "elements": ["Se", "Se", "O", "H", "C", "S", "H", "H", "F", "O", "Se", "F", "S", "Br", "Sn", "O", "C", "Sb", "C", "C", "F", "F", "O", "N", "H", "C", "C", "C", "H", "O", "C", "C", "H", "F", "N", "F", "Se"], "coordinates": [[-2.023, 4.837, -5.589], [-5.520, 3.203, -3.983], [1.371, 0.241, 2.286], [-0.877, -4.905, 2.450], [-0.895, -2.089, -2.416], [2.651, -0.222, -1.414], [-0.797, -3.070, 0.744], [-1.942, 0.179, 4.202], [4.606, -0.047, 1.138], [1.615, -0.046, -2.416], [-1.845, 2.098, -2.328], [4.235, 2.101, 1.113], [2.025, 0.623, 1.076], [-2.146, 1.489, 1.551], [-0.378, 0.430, -0.852], [3.654, 0.784, -1.293], [-1.048, -2.383, 1.546], [-3.229, 3.697, -3.695], [-1.706, -0.294, 2.122], [3.548, -1.765, -1.886], [2.694, -2.784, -1.987], [3.858, 0.949, 2.901], [1.499, 1.792, 0.389], [-1.410, -1.152, 1.172], [-1.005, -4.508, 4.165], [-0.569, -4.196, 3.218], [-1.329, -1.860, 3.837], [-0.988, -2.798, 2.866], [-1.292, -2.129, 4.886], [-0.345, -3.053, -2.236], [3.829, 0.934, 1.573], [-1.701, -0.579, 3.473], [0.517, -4.261, 3.313], [4.470, -2.045, -0.975], [1.965, -0.624, 0.017], [4.126, -1.549, -3.062], [-2.540, 6.116, -3.564]], "forces_ev_per_angstrom": [[0.0, 0.0, 0.3], [0.1, -0.1, 0.1], [0.0, -0.3, 0.0], [0.0, 0.0, 0.0], [0.1, -0.1, 0.1], [0.3, 0.0, 0.6], [0.0, 0.0, 0.0], [0.0, 0.0, 0.0], [-0.1, 0.1, 0.1], [-0.3, -0.2, 0.2], [-0.2, 0.3, -0.3], [0.0, -0.1, 0.0], [-0.2, -0.7, -0.1], [0.1, -0.4, 0.1], [-0.5, 0.5, -0.4], [0.1, 0.0, -0.2], [0.0, -0.1, 0.0], [0.1, 0.0, 0.0], [-0.2, 0.4, 0.1], [-0.2, -0.1, 0.1], [0.1, 0.1, 0.0], [0.0, 0.0, -0.1], [0.0, 0.2, 0.0], [0.2, 0.1, 0.0], [0.0, 0.0, 0.0], [0.0, 0.0, 0.0], [0.0, 0.0, 0.0], [-0.1, 0.0, 0.0], [0.0, 0.0, 0.0], [-0.1, 0.0, -0.1], [-0.2, 0.1, 0.0], [0.1, -0.1, 0.0], [0.0, 0.0, 0.0], [-0.1, 0.0, -0.2], [0.7, 0.7, -0.3], [-0.1, -0.1, 0.1], [0.1, -0.3, -0.1]], "lowdin_charge": [0.00, -0.09, -0.27, 0.08, -0.01, 0.58, 0.12, 0.11, 0.15, -0.39, -0.14, 0.17, 0.57, 0.78, 1.01, -0.24, -0.08, -0.11, -0.73, -0.68, 0.14, 0.15, -0.39, -0.05, 0.08, -0.04, 0.00, -0.24, 0.13, 0.07, -0.67, -0.08, 0.09, 0.16, -0.35, 0.17, 0.00], "e_homo_ev": -7.9, "orbital_gap_ev": 6.047, "relative_energy_kcal_mol": 15.8}



4.
{"formula": "C9H6Cl3N2O4Se2TaTe2", "method": "wB97M-V/def2-TZVPD", "elements": ["Cl", "O", "C", "Se", "H", "C", "C", "C", "N", "C", "C", "C", "C", "O", "N", "Te", "Ta", "O", "Cl", "H", "H", "H", "Te", "Se", "C", "Cl", "H", "O", "H"], "coordinates": [[-2.297, -5.351, -0.705], [0.795, 2.404, 1.419], [0.153, 0.982, -3.603], [-1.799, 3.218, 0.229], [-3.410, -2.829, -1.434], [0.041, -2.251, 0.156], [2.282, 0.983, 2.687], [-0.693, -1.141, -0.269], [0.119, 1.390, -2.473], [-0.439, -3.541, 0.030], [1.770, 1.577, 1.396], [-1.944, -1.388, -0.846], [-1.682, -3.740, -0.542], [0.173, 0.599, -4.703], [1.189, 0.297, 3.354], [-0.105, 4.928, -2.991], [0.200, 1.931, -0.549], [2.190, 1.245, 0.254], [1.610, -2.000, 0.843], [3.134, 0.343, 2.450], [2.641, 1.811, 3.302], [0.156, -4.376, 0.370], [-2.447, 3.724, -2.146], [1.512, 4.019, -1.304], [-2.440, -2.673, -0.985], [-2.896, -0.058, -1.390], [1.143, 0.514, 4.337], [-0.196, 0.086, -0.115], [1.239, -0.703, 3.228]], "forces_ev_per_angstrom": [[0.0, 0.0, 0.0], [-0.1, -0.2, 0.3], [0.0, 0.1, 0.0], [0.0, 0.1, 0.1], [0.0, 0.0, 0.0], [0.0, 0.0, 0.0], [0.1, 0.0, -0.1], [0.2, -0.1, 0.0], [0.1, -0.1, 0.3], [0.0, 0.0, 0.0], [0.1, 0.1, 0.3], [0.1, 0.1, 0.1], [0.0, 0.0, 0.0], [0.0, 0.0, 0.0], [0.0, 0.0, 0.0], [0.0, 0.1, 0.0], [0.4, -0.6, -0.7], [-0.4, 0.2, -0.3], [0.0, -0.1, 0.0], [0.0, 0.0, 0.0], [0.0, 0.0, 0.0], [0.0, 0.0, 0.0], [0.1, -0.1, 0.0], [0.0, 0.0, 0.1], [0.0, 0.0, 0.0], [0.0, 0.0, 0.0], [0.0, 0.0, 0.0], [-0.5, 0.4, 0.1], [0.0, 0.0, 0.0]], "lowdin_charge": [0.69, -0.23, -0.44, -0.03, 0.11, -0.55, -0.18, -0.39, -0.14, -0.12, -0.63, -0.57, -0.67, 0.16, 0.03, 0.21, 1.22, -0.10, 0.78, 0.12, 0.13, 0.11, 0.21, -0.08, -0.12, 0.71, 0.07, -0.32, 0.03], "e_homo_ev": -7.5, "orbital_gap_ev": 6.094, "relative_energy_kcal_mol": 0.7}